{
  "formula": "C28H27BrF10N8O2PRh",
  "method": "the ωB97M-V functional and the def2-TZVPD basis",
  "molar_mass_g_mol": 911.3,
  "homo_lumo_gap_ev": [7.521, 5.542],
  "e_lumo_ev": [0.3, -1.8],
  "spin_multiplicity": 5,
  "total_energy_ev": -154999.1726,
  "s2": 6.0485,
  "de_lowest_ev": 0.000,
  "species": ["Rh", "C", "N", "C", "C", "N", "C", "C", "F", "C", "F", "C", "F", "C", "F", "C", "F", "C", "C", "N", "C", "C", "F", "C", "F", "C", "F", "C", "F", "C", "F", "H", "H", "H", "H", "H", "H", "H", "H", "H", "H", "H", "C", "P", "C", "C", "H", "H", "H", "H", "H", "H", "H", "H", "H", "N", "N", "N", "C", "N", "N", "H", "H", "H", "Br", "C", "C", "C", "C", "C", "C", "C", "O", "O", "H", "H", "H", "H"],
  "xyz": [[-0.01672, 1.02274, -0.14541], [-1.46534, 3.50056, 1.25320], [-0.91366, 2.19609, 1.61981], [0.19665, 2.40608, 2.56006], [1.09852, 1.19908, 2.74578], [1.50010, 0.67450, 1.45174], [2.38463, -0.35807, 1.44155], [3.03512, -0.71758, 0.23755], [2.77117, -0.01088, -0.87821], [3.89938, -1.78071, 0.10995], [4.45079, -2.04866, -1.07587], [4.20347, -2.57417, 1.20413], [5.05108, -3.60106, 1.09340], [3.60779, -2.26652, 2.40918], [3.86192, -3.01958, 3.48425], [2.72879, -1.20217, 2.52017], [2.16576, -1.03862, 3.73937], [-2.01472, 1.35499, 2.12066], [-1.66190, -0.09708, 2.41289], [-0.84339, -0.68026, 1.37001], [-0.37831, -1.93077, 1.49108], [0.39897, -2.47750, 0.42586], [0.61163, -1.76056, -0.66840], [0.96248, -3.72945, 0.46637], [1.67639, -4.17644, -0.56454], [0.79481, -4.52963, 1.58701], [1.34178, -5.73433, 1.63863], [0.03992, -4.05789, 2.65171], [-0.13464, -4.82953, 3.72254], [-0.53601, -2.80925, 2.60286], [-1.26551, -2.45016, 3.66256], [-1.82543, 4.04135, 2.13872], [-0.69455, 4.09545, 0.76479], [-2.29922, 3.36340, 0.56824], [0.78842, 3.22669, 2.14748], [-0.18871, 2.73583, 3.53582], [1.97086, 1.53942, 3.32149], [0.60694, 0.46714, 3.38745], [-2.43632, 1.79813, 3.03495], [-2.77677, 1.35403, 1.34302], [-1.19152, -0.19550, 3.39158], [-2.60919, -0.64379, 2.46913], [-0.66114, 4.27672, -2.30009], [-1.03537, 2.50502, -2.00790], [-0.61028, 1.79298, -3.62952], [-2.86565, 2.53973, -2.02084], [-1.19325, 4.64107, -3.18138], [0.40845, 4.41406, -2.44756], [-0.97344, 4.86808, -1.43879], [-1.09813, 2.34215, -4.43797], [-0.92916, 0.75243, -3.64453], [0.47097, 1.83664, -3.75871], [-3.24063, 2.51565, -3.04576], [-3.21480, 3.46169, -1.55361], [-3.26304, 1.68465, -1.47484], [4.35630, 3.31078, -3.05086], [3.58042, 3.12991, -1.91470], [4.08803, 3.15850, -0.70595], [3.02587, 2.83417, 0.02027], [1.94142, 2.63563, -0.73792], [2.32131, 2.82566, -1.98366], [5.21944, 3.74068, -2.73906], [3.85862, 3.94211, -3.66867], [3.04738, 2.70982, 1.08702], [-3.46688, -6.54746, -2.79040], [-3.16921, -4.75083, -2.26119], [-2.07584, -4.06783, -2.76797], [-1.86105, -2.75625, -2.37043], [-2.72725, -2.13651, -1.47672], [-3.82193, -2.84019, -0.98793], [-4.05039, -4.15138, -1.37546], [-2.47233, -0.72719, -0.98830], [-3.27999, -0.21264, -0.20909], [-1.40354, -0.17976, -1.43404], [-1.40273, -4.55517, -3.45991], [-1.01142, -2.20237, -2.74479], [-4.48753, -2.34185, -0.29553], [-4.89869, -4.70403, -0.99573]],
  "forces_ev_per_a": [[-0.018, -0.054, 0.080], [-0.006, 0.000, 0.002], [-0.047, -0.016, -0.021], [0.027, 0.022, 0.020], [-0.026, 0.003, 0.029], [-0.028, 0.005, -0.017], [0.021, 0.017, -0.017], [-0.009, 0.025, -0.027], [-0.002, -0.018, 0.025], [-0.004, 0.003, -0.034], [-0.004, 0.005, 0.020], [0.004, -0.017, -0.005], [-0.007, -0.001, 0.002], [0.006, -0.010, 0.027], [-0.006, 0.013, -0.014], [-0.008, -0.025, 0.038], [0.041, -0.062, -0.005], [0.015, -0.002, -0.008], [-0.041, -0.028, -0.031], [0.076, 0.062, -0.015], [-0.011, -0.038, -0.011], [-0.021, 0.041, 0.046], [-0.001, 0.022, -0.029], [0.015, -0.043, 0.005], [-0.015, 0.015, 0.030], [0.035, -0.016, -0.020], [-0.012, 0.019, 0.001], [-0.017, -0.014, 0.034], [0.004, 0.020, -0.029], [-0.022, 0.015, -0.014], [0.017, 0.012, -0.015], [-0.004, 0.000, 0.002], [0.004, 0.005, 0.007], [-0.007, 0.001, -0.002], [0.005, 0.004, 0.000], [-0.007, 0.006, 0.002], [0.005, 0.002, 0.004], [0.007, 0.045, -0.018], [-0.004, -0.003, 0.007], [-0.004, 0.008, 0.010], [0.035, -0.012, 0.013], [-0.001, 0.001, 0.012], [-0.003, 0.004, 0.034], [-0.029, -0.065, 0.050], [-0.009, -0.023, -0.012], [0.012, -0.036, -0.043], [-0.008, -0.012, -0.003], [-0.015, -0.003, -0.003], [0.009, 0.017, -0.007], [0.007, 0.002, 0.013], [0.012, 0.002, 0.009], [-0.003, -0.011, -0.022], [0.019, 0.041, -0.009], [-0.013, -0.012, 0.020], [0.014, 0.027, 0.010], [-0.023, -0.001, -0.006], [0.014, 0.005, -0.006], [-0.012, 0.008, -0.019], [-0.008, -0.036, -0.001], [0.063, 0.109, -0.003], [0.028, -0.051, 0.007], [0.016, -0.009, 0.009], [0.001, 0.017, -0.003], [-0.009, 0.004, -0.003], [0.002, 0.003, 0.001], [0.000, -0.008, -0.001], [-0.002, 0.011, -0.006], [0.005, -0.009, 0.014], [0.026, -0.001, 0.031], [0.001, -0.003, 0.011], [0.001, 0.006, -0.001], [-0.040, 0.062, -0.069], [0.015, -0.022, -0.010], [-0.077, -0.036, -0.072], [-0.003, 0.002, 0.004], [0.017, 0.002, 0.007], [0.002, -0.003, -0.006], [0.004, 0.003, -0.001]],
  "lowdin_charge": [1.007, -0.100, -0.291, -0.182, -0.241, -0.079, -0.210, -0.171, 0.065, -0.157, 0.127, -0.157, 0.120, -0.157, 0.121, -0.140, 0.074, -0.170, -0.187, 0.089, -0.142, -0.146, 0.108, -0.142, 0.143, -0.124, 0.155, -0.136, 0.137, -0.113, 0.115, 0.099, 0.073, 0.068, 0.106, 0.132, 0.127, 0.086, 0.132, 0.099, 0.109, 0.139, -0.280, 0.779, -0.267, -0.246, 0.045, 0.009, 0.025, 0.045, 0.031, 0.023, 0.050, 0.037, 0.017, 0.137, -0.283, 0.140, -0.204, -0.032, 0.074, 0.098, 0.098, 0.103, 0.724, -0.693, -0.119, -0.024, -0.130, -0.014, -0.121, -0.616, -0.004, -0.220, 0.101, 0.113, 0.117, 0.099]
}